(1)
17
Properties=species:S:1:pos:R:3 method="wB97M-V/def2-TZVPD" orbital_gap_ev=10.24 max_force_ev_per_a=5.37 mol_weight_da=132.1 e_tot_ha=-496.11732 smiles="O=C1O[C@@H]2CC[C@]12O.O" e_above_lowest_kcal_mol=116.3 total_charge=0 spin_multiplicity=1
O 2.059 0.961 0.678
H -0.115 -0.435 2.031
C 1.669 0.085 -0.094
O 1.052 -2.312 -0.297
C -0.285 -0.114 -0.922
H -0.801 -1.928 1.354
H 0.557 2.419 0.168
H -0.892 3.079 0.169
H -2.263 -0.730 -0.158
O 1.242 0.489 -1.290
C -1.374 -0.166 0.148
C -0.426 -0.928 1.103
H -1.743 0.788 0.544
H 1.674 -2.305 -1.034
H -0.617 -0.467 -1.905
C 0.620 -1.036 -0.023
O -0.358 2.600 -0.470

***

(2)
53
Properties=species:S:1:pos:R:3 method="wB97M-V/def2-TZVPD" orbital_gap_ev=8.10 max_force_ev_per_a=2.72 mol_weight_da=1385.1 e_tot_ha=-34699.87650 total_charge=0 spin_multiplicity=1
F -3.842 0.120 -1.377
H 2.950 2.351 -1.102
C 1.379 0.007 -0.461
C 2.847 0.301 -0.184
H -0.790 4.741 0.521
C 0.925 -5.234 -0.585
H 0.405 3.309 -1.280
C -2.399 4.210 4.270
O -1.448 -2.124 0.154
C 4.909 1.690 -0.207
Br -2.318 -1.353 3.021
H -0.762 4.429 -2.053
H 0.384 -5.499 -1.487
H 3.191 -1.659 0.848
C 3.513 1.548 -0.571
Br -3.450 5.621 5.073
Br 0.784 -3.311 -0.385
H 0.343 -4.882 -4.540
Br -0.407 -2.630 -3.826
N 5.693 0.782 0.425
C -0.639 -4.422 -4.512
H -2.237 3.460 5.036
C -1.441 2.301 -2.096
C 0.660 -0.794 0.371
F -3.451 1.708 0.101
C -0.694 3.529 -1.396
C -1.600 0.209 -0.622
Br -0.656 4.840 3.716
C 3.663 -0.700 0.525
H -1.997 -3.397 4.380
Br -1.010 2.479 -4.035
C -0.861 1.013 -1.455
C -1.338 -2.566 4.154
C 0.615 0.550 -1.718
H -2.376 4.162 -0.177
H 5.662 -1.135 1.297
Br 2.759 -5.800 -0.837
C -1.294 3.897 -0.003
O 1.156 0.561 -2.788
C -3.106 0.434 -0.248
H -1.331 2.998 0.675
H -2.546 2.394 -2.030
Br -3.346 3.346 2.822
F -3.573 -0.360 0.765
C 5.052 -0.364 0.762
H 1.143 -1.214 1.276
H 5.400 2.652 -0.500
Br 0.079 -6.179 0.878
Br -1.312 -4.416 -6.324
C -0.890 -1.053 0.003
Br 0.192 -3.291 3.226
Br -0.851 -1.755 5.842
Br -1.738 -5.501 -3.340

***

(3)
220
Properties=species:S:1:pos:R:3 method="wB97M-V/def2-TZVPD" orbital_gap_ev=9.52 max_force_ev_per_a=3.17 mol_weight_da=1189.8 e_tot_ha=-3918.23638 e_above_lowest_kcal_mol=0.0 total_charge=0 spin_multiplicity=1
H 1.385 5.392 -2.414
H -4.576 3.984 0.261
H -6.500 -2.499 -2.479
H -4.988 -5.125 -4.642
C 2.722 0.814 1.102
H -5.866 0.646 -5.818
O -4.834 -3.381 -0.537
H 5.785 -1.973 0.450
H -0.803 4.982 -2.246
H -3.181 1.414 2.406
H -1.878 -6.119 -3.027
H 4.042 5.968 5.070
C 6.501 1.720 3.223
H 0.464 -3.316 -0.945
H 8.514 -5.062 1.192
H 3.410 2.511 -4.432
H -7.303 -1.426 -0.687
H -6.944 1.159 0.851
H 4.974 -0.948 1.680
O 3.180 2.502 -2.498
H -3.743 1.581 -3.630
H -4.346 -5.238 -1.206
C 1.184 -4.455 3.429
H -1.503 4.415 -0.642
H 0.961 -1.538 5.344
H 0.263 -5.013 3.828
H 5.363 3.743 -2.458
C 5.222 1.860 -3.508
H 0.520 0.603 6.719
H -2.954 -3.769 0.227
H 2.881 4.374 -0.004
H 3.236 -6.619 4.705
H 7.167 1.397 2.454
H 1.587 1.098 -2.179
C 5.338 5.833 3.086
H -8.147 1.716 -3.201
C -1.744 -4.784 -5.254
H 2.800 -6.598 3.018
H 6.517 -4.888 3.590
N -4.120 3.943 -2.876
H -2.659 0.469 -4.507
N -4.822 4.136 -0.704
H 4.207 2.669 4.209
N 7.561 -5.291 0.934
C 4.351 4.777 3.497
H -4.783 -2.124 -5.204
H 4.052 -5.180 -0.247
N -5.715 0.618 -0.864
C 0.982 -2.965 3.658
C -5.885 0.139 -4.845
N 3.486 5.323 4.567
H -5.104 5.028 -1.068
O -4.782 3.384 2.037
H 5.686 -5.934 2.432
C -7.839 1.039 -3.975
H 6.657 0.795 -4.691
H 5.699 3.465 4.746
C 1.300 -2.551 5.135
H 3.531 -4.304 1.014
H -1.410 5.296 4.480
H -1.110 1.848 3.945
H -0.290 -2.923 -2.672
H -8.431 -0.844 0.501
H -6.116 2.085 4.563
O 1.540 0.170 0.621
H 3.681 4.542 2.655
C -5.719 -0.401 1.272
C 5.910 -1.356 1.327
N 3.227 -4.837 0.206
H 6.034 5.948 3.911
H 2.202 6.765 0.075
C 2.433 -4.166 -0.808
C -0.891 -3.027 -3.596
H -1.562 6.121 -1.045
O -3.207 2.559 -1.307
C 3.692 1.909 -3.612
H 0.663 -4.746 0.112
H 1.696 1.998 6.542
C -0.961 -4.557 -3.986
H 3.006 -2.140 -0.492
C 3.086 -2.836 -1.327
H 4.341 7.410 -1.159
H -6.618 -2.969 -4.222
H 2.628 1.909 1.176
O 0.709 1.271 4.790
C 1.209 6.017 -1.567
H 3.690 6.640 -2.591
H 1.259 -4.654 2.353
H 6.897 3.201 -3.303
O 4.466 -3.121 -1.565
N -3.877 1.607 3.135
C -6.600 0.310 0.254
O 5.691 2.808 2.881
H -6.365 1.070 -1.527
C -7.738 -0.499 -0.271
C 5.850 -4.923 2.726
H -1.761 -0.306 -1.449
H 1.455 2.702 -1.370
H 3.497 0.593 0.349
C 7.412 -3.094 1.961
H 4.609 -1.765 -3.122
C -0.954 5.182 -1.170
H 0.651 3.773 5.476
H -1.214 -4.347 -6.049
C -1.437 4.314 4.943
H 2.157 0.532 5.955
H 1.175 2.586 -3.095
H -0.531 -0.377 -3.890
H -3.596 3.556 -3.664
H -4.646 -0.745 -3.380
N -1.684 -5.160 -2.852
H 1.153 -3.172 0.639
H 0.608 -0.528 -5.227
H 6.604 -0.538 1.045
H -0.314 4.020 2.659
O -6.445 1.062 -3.923
H 2.300 -4.875 -1.640
H -0.955 -0.940 0.836
H -4.817 0.128 1.326
H -0.027 -0.252 -1.498
H -2.688 -4.246 -5.058
N 3.349 5.118 -0.410
C -6.422 -3.328 -3.203
H 4.800 -1.119 -1.503
N 5.681 1.239 -4.767
C 5.027 -1.977 -2.142
H 0.430 1.888 0.894
H -0.990 1.744 5.663
C -5.133 -4.097 -2.917
H -0.572 -1.711 3.009
H -1.979 -5.846 -5.459
H -1.036 -3.004 4.008
N -0.443 -2.668 3.280
H 8.044 -3.358 2.809
C 1.264 1.105 6.066
C 4.977 3.398 3.970
H -8.343 0.063 -1.014
C 6.635 -4.349 1.594
C 5.800 3.271 -3.347
H -6.628 3.291 3.504
H 8.050 -2.691 1.150
H 2.742 5.805 4.117
H 1.527 -6.782 4.153
H 1.661 -2.414 3.007
N 0.419 3.949 3.359
C -6.198 -1.684 3.228
H 0.071 -4.813 -4.021
C -0.916 0.128 0.505
C -3.434 -3.066 -0.461
H -5.135 1.421 -0.515
O -0.286 -2.333 -4.672
C 2.525 6.234 -0.814
H -4.100 0.801 3.712
H -4.033 -5.691 -3.487
H 1.012 -1.023 -3.519
H -0.986 1.288 -1.422
H -5.133 -1.913 3.312
C 1.104 -3.824 -0.230
N -4.964 -5.338 -3.636
H -2.318 3.844 4.537
C 0.369 0.812 1.113
H 2.391 -2.501 5.399
H -5.039 4.337 -3.226
H 3.312 0.924 -3.842
N -4.142 -1.384 -5.407
H 2.861 8.018 -1.955
H -3.400 -2.033 -0.138
H 0.862 6.978 -1.835
H -8.065 1.505 -4.904
H -5.508 -1.431 0.990
H -6.618 -1.461 4.213
H 2.869 0.467 2.101
H 0.248 0.795 2.178
H 4.913 6.850 2.987
O -6.263 -0.400 2.583
H -4.315 -3.340 -3.105
H -6.498 -0.805 -5.001
H -1.830 1.832 0.635
O 2.344 -4.894 4.075
O 0.350 5.401 -0.625
H -8.285 0.019 -3.873
N -5.922 2.571 3.706
H 3.816 4.810 -1.225
H -6.795 -2.432 2.666
H -3.051 -3.314 -1.456
C 3.425 7.153 -1.633
C -0.470 2.112 4.798
H 7.611 -4.996 -0.061
C -0.142 3.599 4.698
H 5.515 3.911 -4.204
C -3.622 0.934 -4.475
H 2.547 -2.468 -2.220
H 1.070 3.171 3.142
H -1.923 -2.525 -3.497
H 4.971 -4.308 3.058
C 0.255 -1.041 -4.351
H 5.579 1.221 -2.659
H 7.167 1.846 4.071
H -7.272 -3.952 -2.967
H -1.070 -5.055 -2.058
C -4.512 -0.338 -4.425
C -5.077 -4.452 -1.354
H 5.989 5.554 2.292
H -3.222 -1.694 -5.125
H 5.059 0.474 -4.981
C -0.906 0.230 -1.040
C 1.760 2.198 -2.300
C -4.813 2.546 2.909
H 0.694 -3.203 5.826
H 6.101 -2.110 -2.296
H -6.061 -4.895 -1.104
C 2.464 -6.320 4.032
N -2.048 0.905 1.054
C -3.994 3.469 -1.581
H 5.889 -4.104 0.832
O 6.519 -2.067 2.396
H 5.900 0.795 3.399
H -1.500 4.438 6.018
H -3.750 1.463 -5.463
H -2.881 0.644 0.533

***

(4)
17
Properties=species:S:1:pos:R:3 method="wB97M-V/def2-TZVPD" orbital_gap_ev="7.36 / 7.68" max_force_ev_per_a=1.12 mol_weight_da=117.1 e_tot_ha=-608.94312 e_above_lowest_kcal_mol=38.6 total_charge=+1 spin_multiplicity=1
C -0.159 1.296 -0.030
H -2.055 1.004 -1.044
C -1.661 0.956 -0.023
H -2.218 1.658 0.597
P 3.453 -0.029 0.147
H 0.181 1.359 1.007
H 0.663 -1.827 -0.912
H 3.447 -1.420 -0.007
H 3.132 -0.145 1.506
H 0.009 2.262 -0.502
C -0.960 -1.337 0.181
H 1.083 0.407 -1.678
C 0.566 0.218 -0.756
H -1.154 -2.354 0.482
N -1.825 -0.383 0.497
N 0.126 -1.058 -0.529
H -2.629 -0.608 1.063

***

(5)
16
Properties=species:S:1:pos:R:3 method="wB97M-V/def2-TZVPD" orbital_gap_ev=8.71 max_force_ev_per_a=3.81 mol_weight_da=236.5 e_tot_ha=-3446.43179 smiles="Cl[C@@]12C=NC=N[C@]1(Br)[NH+]=CN2" e_above_lowest_kcal_mol=3.1 total_charge=+1 spin_multiplicity=1
H 1.648 -1.306 1.308
N 0.945 -0.656 1.146
Cl -1.212 -2.266 0.432
C -0.238 -0.923 -0.015
C -0.942 0.433 0.066
N -0.357 1.070 1.364
N 0.665 -0.345 -2.228
Br -2.825 0.616 0.350
H 1.239 0.911 2.509
H 0.863 -2.225 -1.304
N -0.640 1.217 -1.094
C 0.692 0.428 1.780
C 0.117 0.889 -2.074
C 0.571 -1.177 -1.261
H 0.450 1.540 -2.913
H -0.978 1.794 1.934